(1)
Formula: CH2O4S
Source: the OMol25 dataset
Level of theory: ωB97M-V/def2-TZVPD

Calculated values
- Energy relative to the best compared isomer or geometry (same formula, charge and spin): 3.458 eV
- Energy: -20090.78172 eV
- M: 110.09 g mol⁻¹
- Highest occupied orbital energy (spin up / spin down): -11.5 / -9.4 eV
- Gap between HOMO and LUMO (spin up / spin down): 0.3685 / 0.2707 Ha

Geometry as XYZ:
```
8
Properties=species:S:1:pos:R:3:forces:R:3:nbo_charge:R:1
C 0.564451 -1.603998 0.028235 0.13 -0.73 0.26 0.642
O 0.269596 2.534893 0.824064 -0.78 -0.63 0.55 -0.561
O -2.055995 0.695811 -0.938946 -1.33 0.59 -1.87 -0.780
O 0.073904 -0.542377 -0.611329 -0.35 0.98 -0.67 -0.696
O 0.090284 -2.061239 1.020578 0.10 -0.21 0.30 -0.551
S -1.214883 0.281925 0.118528 1.88 -0.08 2.03 1.389
H 1.434294 -2.003540 -0.511771 -0.03 0.08 0.07 0.137
H 0.838346 2.698524 0.070641 0.37 0.01 -0.67 0.420
```
Forces are in eV/Å.

(2)
Formula: C15H10N2O3
Source: the OMol25 dataset
Level of theory: ωB97M-V/def2-TZVPD

Calculated values
- Energy relative to the best compared isomer or geometry (same formula, charge and spin): 1.748 eV
- Energy: -24836.47059 eV
- M: 266.26 g mol⁻¹
- Highest occupied orbital energy: -7.8 eV
- Gap between HOMO and LUMO: 0.2953 Ha

Geometry as XYZ:
```
30
Properties=species:S:1:pos:R:3:forces:R:3:nbo_charge:R:1
N -2.243842 -0.455374 0.348991 1.13 -0.92 -2.26 -0.422
O -1.310400 -3.684302 -1.263412 0.65 1.41 0.88 -0.371
O 3.184192 2.139943 -0.491341 -2.93 2.91 0.91 -0.399
O -0.161214 -0.922553 -0.367200 0.74 -0.11 -1.47 -0.410
C -1.440347 -1.344639 -0.221871 -0.19 1.90 1.66 0.460
C -1.597861 -4.889134 -0.753106 -2.50 -0.39 2.25 0.112
C 4.333106 1.579921 -0.623948 4.20 0.78 0.36 0.112
C -2.278563 -4.759277 0.463363 2.05 0.35 -1.92 -0.315
C 4.356501 0.272772 -0.677697 -2.64 -3.29 -0.78 -0.329
C -2.201955 -3.408808 0.844059 0.19 0.43 -3.30 -0.225
C 2.856069 0.017496 -0.614396 1.32 -2.47 0.34 -0.262
C -1.650686 -2.743242 -0.284761 -1.51 -3.36 2.44 0.168
C 2.211026 1.193847 -0.415728 0.20 -2.00 -0.29 0.222
C -1.955018 1.978484 0.542039 -0.09 3.15 0.49 -0.279
C 0.342507 2.780899 0.251241 -2.59 -2.69 0.17 -0.233
C -1.464554 0.719557 0.289969 -1.53 -0.65 0.23 0.070
C -0.209907 0.408493 -0.146839 1.49 2.11 1.11 0.256
C 0.785328 1.422673 -0.074999 0.22 2.56 -0.37 -0.085
C -1.060753 3.113519 0.531080 1.62 -2.04 -0.91 0.194
N -1.338681 4.483683 0.634956 -2.36 -1.46 -0.40 -0.824
H -1.517092 -5.854782 -1.245161 0.48 0.82 -0.72 0.211
H 5.225916 2.161975 -0.488189 -0.15 0.81 -0.37 0.194
H -2.734113 -5.558512 0.954514 -0.39 -1.06 0.88 0.223
H 5.206609 -0.467874 -0.831149 -1.49 1.36 0.37 0.245
H -2.657566 -2.966722 1.694428 0.04 0.51 0.47 0.241
H 2.416590 -1.004807 -0.599552 0.23 1.14 -0.04 0.231
H -3.038513 2.088146 0.699112 0.62 0.01 0.11 0.227
H 0.937995 3.644055 0.341076 1.48 0.38 -0.31 0.212
H -2.271075 4.868575 0.602210 -0.07 -0.74 0.03 0.388
H -0.723698 5.185988 0.902312 1.78 0.55 0.44 0.388
```
Forces are in eV/Å.

Number 1: largest force on an atom 0.0538 hartree/bohr. Number 2: largest force on an atom 0.0859 hartree/bohr.